Record 1
The following is a DFT calculation (wB97M-V/def2-TZVPD) of C35H38AsF3N3O13PS2Ti as an isolated structure.

## Properties
**Energy**: -7021.90795 Eh
**Orbital gap**: 0.239 Ha
**LUMO**: 4.2936 eV
**HOMO level**: -2.20 eV

ORCA input file:
```
! RIJCOSX wB97M-V def2-TZVPD def2/J DEFGRID3
* xyz -2 1
Ti -0.3589 0.0705 -0.0762
C -2.6761 2.7799 1.9536
O -2.5199 3.7966 0.9623
C -1.3132 3.9699 0.3365
C -1.1422 5.2236 -0.2274
C 0.0327 5.5712 -0.8834
C 1.0643 4.6577 -0.9458
C 0.9288 3.3873 -0.3896
C 2.0373 2.4332 -0.4476
N 1.9494 1.3958 0.2709
N 2.8674 0.4126 0.3492
C 2.2967 -0.7159 0.6767
O 1.0072 -0.9032 0.6870
C 3.1848 -1.8196 1.1042
C 2.6311 -2.9342 1.7296
C 3.4578 -3.9425 2.2025
C 4.8336 -3.8546 2.0479
C 5.3857 -2.7505 1.4079
C 4.5675 -1.7364 0.9409
C -0.2986 2.9820 0.2203
O -0.4698 1.7645 0.6625
H -3.5220 3.0969 2.5660
H -1.7901 2.6819 2.5813
H -2.8925 1.8182 1.4973
H -1.9621 5.9263 -0.1429
H 0.1393 6.5582 -1.3168
H 2.0060 4.9240 -1.4155
H 2.8615 2.6172 -1.1495
H 1.5526 -2.9961 1.8173
H 3.0237 -4.8076 2.6897
H 5.4761 -4.6436 2.4225
H 6.4592 -2.6873 1.2716
H 4.9802 -0.8697 0.4435
F -2.3349 -2.0433 6.1063
C -1.4387 -1.2918 5.3836
F -1.3890 -0.1077 6.0334
F -0.2542 -1.9023 5.5611
C -1.8836 -1.1841 3.9600
C -3.0771 -1.7615 3.6098
C -3.5608 -1.6094 2.3160
C -2.7770 -0.9246 1.4175
N -1.5801 -0.4021 1.6949
C -1.0929 -0.4561 2.9958
S 0.3101 0.3477 3.4404
H -3.6485 -2.3139 4.3443
H -4.5054 -2.0344 2.0084
H -3.1392 -0.7656 0.4094
O -4.0018 1.6675 -2.2599
As -2.6064 0.4541 -2.4942
O -3.5027 -0.8349 -2.9023
O -1.8518 0.8274 -1.0460
C -1.6509 1.6264 -3.7584
C -2.2424 2.7208 -4.3724
C -1.4494 3.6543 -5.0245
C -0.0651 3.5235 -5.0395
C 0.5344 2.4409 -4.4171
C -0.2642 1.5026 -3.7886
S 0.3929 0.0075 -3.0751
O -0.6950 -0.9242 -3.2660
O 1.6003 -0.2989 -3.8031
O 0.6678 0.3528 -1.6569
H -3.7586 2.1491 -1.4563
H -3.3171 2.8255 -4.3135
H -1.9150 4.4993 -5.5176
H 0.5411 4.2674 -5.5413
H 1.6082 2.2987 -4.4195
C -2.3125 -5.7504 -0.7193
C -2.4856 -4.4471 -1.5028
C -3.4663 -3.5374 -0.7690
C -2.9982 -4.7007 -2.9184
O -1.1920 -3.8493 -1.6896
P -0.4512 -2.8699 -0.6446
O -0.3695 -3.5042 0.6870
O -1.1423 -1.5007 -0.7047
O 0.9460 -2.6897 -1.4141
C 1.6730 -3.6954 -2.1658
C 1.7579 -4.9958 -1.3651
C 1.0406 -3.9416 -3.5437
C 3.0756 -3.1202 -2.3561
H -3.2843 -6.2237 -0.5632
H -1.8575 -5.5186 0.2441
H -1.6621 -6.4465 -1.2560
H -4.4478 -4.0141 -0.7343
H -3.5491 -2.5818 -1.2921
H -3.1121 -3.3662 0.2473
H -3.9523 -5.2305 -2.8918
H -2.2715 -5.2938 -3.4784
H -3.1284 -3.7370 -3.4138
H 0.7560 -5.3801 -1.1692
H 2.2416 -4.8119 -0.4062
H 2.3327 -5.7368 -1.9245
H 0.2463 -4.6813 -3.4819
H 1.8059 -4.2855 -4.2426
H 0.6161 -3.0098 -3.9129
H 3.5140 -2.8701 -1.3898
H 3.0189 -2.2177 -2.9602
H 3.7059 -3.8628 -2.8495
*
```


Record 2
The following is a DFT calculation (wB97M-V/def2-TZVPD) of C20H70F2N13O19S2 as an isolated structure.

## Properties
**Energy**: -3941.49218 Eh
**Orbital gap**: 0.303 Ha
**LUMO**: 1.7458 eV
**HOMO level**: -6.49 eV

ORCA input file:
```
! RIJCOSX wB97M-V def2-TZVPD def2/J DEFGRID3
* xyz -1 1
N -18.2216 2.3753 -6.4206
S -18.0919 2.1435 -4.8592
O -19.3581 2.3694 -4.2189
O -16.9504 2.7130 -4.2026
F -17.8826 0.5177 -4.7877
S -18.6370 1.2611 -7.4714
O -19.9772 0.7969 -7.2278
O -17.6548 0.2496 -7.7419
F -18.7014 2.0389 -8.7698
C -18.9695 -2.2336 -6.1822
C -20.1275 -2.0450 -7.1680
O -20.5575 -3.3989 -7.4826
H -18.4948 -1.3170 -6.0817
H -18.2335 -2.9491 -6.5991
H -19.2571 -2.6399 -5.2666
H -19.8509 -1.5007 -8.0929
H -20.8654 -1.5115 -6.6425
H -21.5732 -3.4292 -7.4279
C -24.4404 -0.3870 -8.5043
C -23.2371 -0.1499 -7.6388
O -22.5989 0.8962 -8.2093
H -24.9221 -1.3421 -8.2334
H -24.1547 -0.4588 -9.5573
H -25.1614 0.4288 -8.2878
H -22.5142 -0.9294 -7.6649
H -23.3027 -0.0084 -6.5580
H -21.7399 0.9272 -7.7691
C -20.9091 -0.4106 -3.7422
C -22.3291 -0.9292 -3.7263
O -22.3668 -1.5015 -2.4498
H -20.1858 -1.2115 -3.8019
H -20.6787 0.1334 -2.7863
H -20.7010 0.2282 -4.5981
H -22.5330 -1.6442 -4.4959
H -23.0580 -0.1055 -3.7604
H -23.1159 -2.1115 -2.4006
C -22.8067 3.2811 -10.3874
C -21.3643 3.6221 -10.1000
O -20.4792 2.8753 -10.9525
H -22.9930 3.4484 -11.4556
H -23.3933 4.0549 -9.7707
H -23.1495 2.2293 -10.2449
H -21.1692 3.4419 -9.0363
H -21.1833 4.6400 -10.1670
H -20.7128 1.9751 -11.0195
C -15.5989 3.8638 -8.1990
C -14.7697 3.5220 -6.9716
O -14.1319 4.6683 -6.5562
H -16.3231 4.6404 -7.9934
H -16.2523 2.9404 -8.1843
H -14.9929 3.8932 -9.0842
H -14.0036 2.8550 -7.2784
H -15.4611 3.1483 -6.1669
H -14.0443 4.5601 -5.5723
C -13.8564 3.7572 -3.2928
O -12.7460 4.0833 -2.6066
N -14.1896 2.5447 -3.5570
N -14.6211 4.6943 -3.8931
H -13.6176 1.7385 -3.1632
H -15.1730 2.3033 -3.8539
H -14.1466 5.6250 -4.0266
H -15.5920 4.5709 -3.9979
C -20.9253 5.1673 -6.1390
O -21.6560 6.2043 -6.6391
N -19.8661 4.6670 -6.8676
N -21.1043 4.7022 -4.9872
H -19.7213 5.0973 -7.8294
H -19.2431 3.9227 -6.5473
H -21.6547 5.3375 -4.4138
H -20.6788 3.9087 -4.6319
C -16.7397 4.4838 -11.1896
O -15.5868 4.2360 -11.8646
N -17.7487 3.6284 -11.2735
N -16.9649 5.5963 -10.4825
H -17.4677 2.6366 -11.3524
H -18.6711 3.6412 -10.7375
H -16.0942 6.2543 -10.3898
H -17.7431 5.8433 -9.9210
C -18.1587 0.8178 -0.9442
O -17.9246 0.1430 -2.1152
N -17.7435 0.2896 0.2112
N -18.6121 2.0725 -0.9319
H -17.1677 -0.6109 0.1048
H -17.5514 0.8286 1.0483
H -18.9409 2.4421 -1.8171
H -18.8940 2.6292 -0.1164
C -14.4843 -0.1011 -6.4427
O -14.0966 0.3294 -7.7226
N -15.6672 -0.4765 -6.1716
N -13.6830 -0.1563 -5.4288
H -16.3413 -0.4522 -6.9165
H -15.9278 -0.7671 -5.2931
H -12.7281 0.2989 -5.5654
H -14.0332 -0.1251 -4.5305
C -15.8563 4.2350 -0.4183
O -16.4729 4.4666 0.7551
N -16.1946 3.3311 -1.2128
N -14.8271 4.9328 -0.7252
H -17.1076 2.8275 -0.9119
H -15.5236 2.8824 -1.8415
H -14.5784 5.6089 0.0604
H -14.1240 4.7847 -1.4797
C -17.0271 -2.4068 -3.4139
O -16.1311 -1.3047 -3.4771
H -16.9215 -3.0456 -4.2327
H -18.0160 -1.9349 -3.4785
H -16.7575 -2.8963 -2.4922
H -16.6265 -0.5652 -3.0326
C -18.7241 5.2764 -2.2763
O -17.3452 5.2357 -2.7425
H -19.2026 6.1475 -2.7166
H -18.9263 5.2933 -1.2035
H -19.2497 4.3942 -2.5113
H -16.9328 4.4447 -2.3442
C -17.8476 -1.2785 -10.4139
O -19.1045 -1.8621 -10.4753
H -17.1599 -1.7490 -9.8107
H -17.8184 -0.3218 -10.0394
H -17.4644 -1.3667 -11.3998
H -18.9708 -2.7724 -10.3064
C -22.0378 2.7901 -2.2895
O -21.7704 1.9025 -1.1945
H -22.7608 3.5124 -1.9786
H -22.4276 2.1653 -3.1414
H -21.1160 3.2933 -2.4764
H -22.5069 1.2995 -1.1773
*
```


Record 3
The following is a DFT calculation (wB97M-V/def2-TZVPD) of C8H12CuF6N2O2P as an isolated structure.

## Properties
**Energy**: -3153.03888 Eh
**Orbital gap (spin up / spin down)**: 0.076 / 0.215 Ha
**LUMO (spin up / spin down)**: 7.6003 / 7.9440 eV
**⟨S²⟩**: 0.7507
**HOMO level (spin up / spin down)**: 5.53 / 2.08 eV

ORCA input file:
```
! RIJCOSX wB97M-V def2-TZVPD def2/J DEFGRID3
* xyz -3 2
Cu 0.2263 0.5777 0.8892
O 0.2967 2.6586 0.0029
H 0.2088 2.7479 -0.9660
O -2.0578 0.4204 0.5281
H -2.5160 0.1139 1.3346
P -0.5104 0.4728 4.2944
F -1.8124 -0.0858 3.4695
F -1.4665 1.5873 4.9047
F -0.9602 -0.5411 5.4672
F 0.7753 1.1241 5.0598
F 0.4393 -0.7465 3.6633
F -0.2296 1.3655 2.9555
N -1.6297 0.1250 -2.2224
C -0.4114 0.5392 -2.7953
C -0.5306 0.3933 -4.1740
C -1.8190 -0.1678 -4.4336
C -2.4256 -0.3695 -3.2139
H -1.8360 0.2134 -1.2376
H 0.3575 0.9745 -2.1742
H 0.2021 0.6701 -4.9176
H -2.2874 -0.4354 -5.3693
H -3.4225 -0.7502 -3.0473
N 1.3233 -1.8376 -0.0267
C 1.9462 -1.6647 1.1941
C 2.7604 -0.6000 1.0858
C 2.6769 -0.1625 -0.2559
C 1.8816 -1.0347 -0.9835
H 0.7939 -2.6787 -0.2065
H 1.7623 -2.2962 2.0508
H 3.3818 -0.1909 1.8688
H 3.2309 0.6476 -0.7067
H 1.6519 -1.0697 -2.0382
*
```


Question: Which value of energy does entry 1 give?
Answer: -7021.90795 Eh